i | {
  "formula": "C3H13NO2S2",
  "method": "ωB97M-V with the def2-TZVPD basis set",
  "charge": 0,
  "e_lumo_ev": 0.60,
  "smiles": "CSSCCN.O.O",
  "homo_lumo_gap_ev": 9.326,
  "symbols": ["S", "H", "H", "H", "H", "H", "H", "O", "H", "H", "N", "C", "H", "O", "H", "H", "H", "S", "C", "H", "C"],
  "positions_angstrom": [[0.25, 1.48, 1.08], [-1.85, -0.03, -2.57], [0.42, 0.80, -2.46], [0.94, 3.82, 0.80], [1.74, -0.55, 3.98], [-1.72, 0.68, -0.91], [0.49, -0.80, -2.35], [0.84, -0.28, 4.18], [0.90, -2.80, 0.32], [-1.72, -1.39, -0.01], [-1.71, -1.42, -1.03], [0.13, 0.02, -1.73], [-0.67, 3.49, 0.10], [1.73, -3.28, 0.36], [0.93, 3.14, -0.63], [0.42, -0.12, 3.33], [1.53, -4.22, 0.36], [1.06, 0.11, -0.23], [-1.38, -0.09, -1.60], [-2.64, -1.64, -1.26], [0.32, 3.08, 0.28]],
  "lowdin_charge": [0.467, 0.110, 0.072, 0.035, 0.035, 0.077, 0.079, -0.071, -0.011, 0.060, -0.006, -0.589, 0.028, -0.076, 0.040, -0.031, 0.029, 0.523, -0.337, 0.044, -0.482]
}

---

ii | {
  "formula": "C3H13NO2S2",
  "method": "ωB97M-V with the def2-TZVPD basis set",
  "charge": 0,
  "e_lumo_ev": -5.54,
  "homo_lumo_gap_ev": 3.621,
  "symbols": ["H", "H", "H", "N", "S", "H", "H", "H", "C", "O", "H", "H", "H", "S", "H", "O", "C", "H", "H", "H", "C"],
  "positions_angstrom": [[0.53, -1.35, 2.91], [0.27, 0.75, -0.42], [-0.31, 0.31, 2.82], [-0.87, -2.40, 1.21], [-1.77, 1.45, 0.70], [-1.36, -2.72, 0.37], [-0.48, 0.38, -4.40], [1.48, 0.11, 2.25], [-0.12, -0.92, 0.90], [-0.18, 1.21, -3.98], [-0.68, 2.27, 0.63], [-1.12, -0.35, -0.83], [0.82, -1.34, 0.37], [1.43, -0.75, -2.25], [-1.31, -1.13, 1.46], [1.09, 2.45, 0.61], [-0.63, 0.24, -0.02], [0.40, 0.86, -3.20], [0.76, -1.83, -1.91], [1.63, 3.19, 0.45], [0.42, -0.40, 2.33]],
  "lowdin_charge": [0.072, -0.003, 0.063, 0.049, 0.864, 0.020, 0.022, 0.120, -0.514, -0.174, -0.133, 0.086, 0.122, 0.590, 0.155, -0.231, -0.609, -0.090, -0.265, -0.054, -0.090]
}

---

The most stable of them is i.

---

i | {
  "formula": "C2H6N2O",
  "method": "ωB97M-V with the def2-TZVPD basis set",
  "charge": 0,
  "e_lumo_ev": 0.79,
  "smiles": "CC(=O)NN",
  "homo_lumo_gap_ev": 10.442,
  "symbols": ["H", "H", "H", "H", "C", "N", "O", "N", "C", "H", "H"],
  "positions_angstrom": [[1.30, -0.82, 0.87], [0.98, 1.35, -1.26], [1.08, -0.21, -2.12], [-0.20, -0.92, 2.22], [-0.93, -0.18, 0.40], [0.80, 0.25, -1.28], [-2.06, -0.01, 0.82], [-0.51, -0.12, -0.91], [0.20, -0.31, 1.30], [-1.12, 0.12, -1.65], [0.47, 0.85, 1.61]],
  "lowdin_charge": [0.139, 0.152, 0.063, 0.108, -0.622, -0.026, 0.047, -0.038, -0.078, 0.120, 0.136]
}

---

ii | {
  "formula": "C2H6N2O",
  "method": "ωB97M-V with the def2-TZVPD basis set",
  "charge": 0,
  "e_lumo_ev": 0.92,
  "smiles": "N/N=C\\CO",
  "homo_lumo_gap_ev": 10.126,
  "symbols": ["H", "H", "C", "N", "H", "H", "C", "N", "O", "H", "H"],
  "positions_angstrom": [[0.74, 0.32, 1.72], [-1.58, 0.51, 0.43], [-0.03, -0.79, -0.38], [0.99, -1.13, 0.32], [-0.09, 1.37, -0.05], [2.01, -0.73, 1.94], [-0.77, 0.52, -0.32], [1.46, -0.21, 1.25], [-1.47, 0.83, -1.53], [-0.87, 0.83, -2.28], [-0.38, -1.52, -1.09]],
  "lowdin_charge": [0.065, 0.128, -0.169, -0.056, 0.119, 0.082, -0.265, -0.013, -0.079, 0.085, 0.103]
}

---

iii | {
  "formula": "C2H6N2O",
  "method": "ωB97M-V with the def2-TZVPD basis set",
  "charge": 0,
  "e_lumo_ev": 0.93,
  "smiles": "[H]/N=C/N.C=O",
  "homo_lumo_gap_ev": 10.745,
  "symbols": ["H", "H", "O", "H", "H", "H", "C", "N", "C", "H", "N"],
  "positions_angstrom": [[-0.90, -2.23, 0.01], [-0.15, 1.45, 1.03], [-1.60, 1.58, -0.39], [1.42, -2.32, 0.35], [0.30, 2.17, -0.60], [2.47, -0.42, 0.51], [0.93, -1.36, 0.18], [1.47, -0.24, 0.49], [-0.50, 1.76, 0.05], [-0.77, -0.63, -0.39], [-0.31, -1.53, -0.42]],
  "lowdin_charge": [0.091, 0.056, -0.025, 0.110, 0.080, 0.045, -0.359, 0.060, -0.188, 0.045, 0.085]
}

---

The most stable of them is iii.

---

i | {
  "formula": "C2H6N2O",
  "method": "ωB97M-V with the def2-TZVPD basis set",
  "charge": 0,
  "e_lumo_ev": 0.93,
  "smiles": "CNC(N)=O",
  "homo_lumo_gap_ev": 10.753,
  "symbols": ["C", "C", "H", "H", "O", "H", "H", "H", "H", "N", "N"],
  "positions_angstrom": [[-0.75, 1.48, -0.13], [0.57, -0.49, 0.39], [0.10, -2.43, -0.10], [-0.41, 1.83, 0.84], [1.26, 0.10, 1.18], [1.74, -2.12, 0.26], [-0.78, -0.36, -1.10], [-1.82, 1.68, -0.19], [-0.22, 2.06, -0.88], [-0.57, 0.03, -0.19], [0.86, -1.78, -0.08]],
  "lowdin_charge": [-0.089, -0.625, 0.089, 0.078, 0.054, 0.092, 0.121, 0.074, 0.085, -0.008, 0.129]
}

---

ii | {
  "formula": "C2H6N2O",
  "method": "ωB97M-V with the def2-TZVPD basis set",
  "charge": 0,
  "e_lumo_ev": 0.84,
  "smiles": "NC/C=N\\O",
  "homo_lumo_gap_ev": 10.074,
  "symbols": ["N", "H", "N", "H", "C", "H", "H", "H", "O", "C", "H"],
  "positions_angstrom": [[-1.66, 0.03, -0.46], [1.71, -0.60, -0.85], [0.91, 0.70, 0.66], [0.79, -1.43, 0.32], [-0.52, -0.11, -0.99], [1.24, 1.61, 0.24], [-0.46, -0.05, -2.02], [-0.09, 0.90, 1.11], [-1.74, -0.06, 0.87], [0.78, -0.49, -0.25], [-0.97, -0.49, 1.37]],
  "lowdin_charge": [-0.036, 0.114, -0.063, 0.098, -0.166, 0.087, 0.082, 0.087, -0.097, -0.220, 0.112]
}

---

The most stable of them is i.